80
Properties=species:S:1:pos:R:3:forces:R:3 method="wB97M-V/def2-TZVPD" gap_ev=7.377 homo_energy_ha=-0.2728 e_tot_ha=-12993.02796 lumo_energy_ev=0.0
Fe -0.230 1.223 -0.472 0.195 -1.011 0.140
O 0.232 -0.617 -1.242 -0.783 -0.181 -0.221
C 0.228 -0.926 -2.444 0.281 0.223 -0.043
C 0.385 -0.028 -3.531 -0.180 0.039 0.060
C 0.361 -0.546 -4.837 0.010 0.146 0.060
C 0.482 0.302 -5.899 -0.019 -0.066 -0.059
C 0.617 1.697 -5.713 0.001 0.029 0.038
C 0.642 2.223 -4.461 0.121 -0.121 0.055
C 0.551 1.386 -3.294 -0.122 -0.077 -0.093
O 0.613 1.901 -2.147 0.547 0.644 0.429
N 0.452 -0.238 -7.249 0.020 0.012 0.076
O 0.340 -1.444 -7.382 -0.005 -0.013 -0.045
O 0.541 0.548 -8.175 0.002 -0.016 -0.042
H 0.134 -1.993 -2.700 0.058 -0.019 0.027
H 0.247 -1.608 -5.003 -0.014 -0.012 -0.013
H 0.696 2.329 -6.585 -0.031 -0.004 -0.012
H 0.731 3.287 -4.298 0.021 0.021 0.004
Br -4.601 2.309 -2.833 0.021 -0.058 0.002
C -3.625 3.273 -1.535 -0.147 0.061 0.031
C -4.135 4.498 -1.073 0.019 0.053 0.014
C -3.459 5.249 -0.152 0.069 -0.140 -0.046
Br -4.195 6.894 0.429 -0.020 0.043 0.015
C -2.213 4.802 0.358 -0.090 0.057 -0.048
C -1.407 5.493 1.286 0.014 0.044 0.015
C -0.218 4.948 1.678 -0.002 -0.015 -0.067
C 0.183 3.705 1.161 -0.043 0.092 -0.082
N -0.548 3.025 0.304 -0.248 0.235 0.262
C -1.732 3.567 -0.106 0.092 -0.176 -0.067
C -2.427 2.757 -1.069 0.216 0.062 0.073
O -1.889 1.645 -1.416 -0.240 -0.411 -0.571
H -5.078 4.849 -1.468 -0.006 0.005 0.004
H -1.733 6.453 1.662 -0.007 -0.010 0.028
H 0.424 5.458 2.382 0.021 0.009 0.002
H 1.122 3.271 1.463 0.032 -0.038 0.003
C -4.153 0.289 2.581 0.028 0.030 0.026
C -4.792 -0.500 1.444 0.002 0.028 -0.008
C -4.126 -0.290 0.093 -0.009 -0.010 -0.009
S -2.432 -0.839 -0.180 -0.066 0.162 -0.159
O -1.556 0.049 0.686 0.250 0.302 0.423
C -2.421 -2.495 0.548 -0.009 -0.068 0.066
C -2.211 -2.703 2.048 -0.090 -0.008 -0.015
C -0.856 -2.249 2.577 0.052 -0.062 0.013
H -4.594 0.011 3.539 -0.024 0.023 0.010
H -4.309 1.360 2.438 0.011 0.014 -0.016
H -3.077 0.128 2.632 -0.001 -0.036 0.013
H -5.832 -0.184 1.325 -0.007 -0.040 0.031
H -4.830 -1.565 1.684 0.004 -0.002 -0.023
H -4.050 0.772 -0.156 -0.036 -0.003 -0.025
H -4.689 -0.761 -0.716 -0.013 -0.018 0.008
H -1.636 -3.020 -0.002 0.033 0.062 -0.025
H -3.377 -2.916 0.222 0.023 -0.059 -0.009
H -2.300 -3.781 2.209 -0.071 0.013 0.017
H -3.017 -2.243 2.619 0.044 0.062 -0.008
H -0.046 -2.762 2.052 0.017 0.011 -0.018
H -0.775 -2.489 3.638 0.021 -0.013 0.007
H -0.720 -1.182 2.437 -0.008 0.027 0.018
N 1.014 0.840 2.257 0.436 -0.359 -0.001
C 0.984 0.786 1.078 -0.595 0.634 -0.332
H 1.323 0.282 3.034 0.023 0.132 0.094
C 4.989 -4.108 0.597 0.036 -0.041 -0.016
Ge 4.564 -3.214 2.274 -0.037 0.116 -0.050
C 3.296 -4.263 3.327 -0.016 -0.046 0.006
C 6.194 -2.848 3.286 0.008 -0.035 0.056
C 3.708 -1.474 1.897 0.033 -0.003 0.000
Se 2.484 -1.483 0.378 0.097 -0.267 -0.054
C 3.446 -0.271 -0.795 0.011 -0.007 0.048
H 5.430 -5.087 0.786 0.019 -0.014 0.013
H 5.702 -3.519 0.019 0.015 0.016 -0.009
H 4.091 -4.239 -0.003 -0.020 0.003 -0.001
H 3.764 -5.166 3.718 0.005 -0.019 -0.002
H 2.444 -4.560 2.716 -0.013 0.007 -0.018
H 2.924 -3.680 4.170 0.011 0.007 0.020
H 6.716 -3.772 3.534 0.007 -0.021 0.004
H 5.968 -2.326 4.216 -0.005 0.013 0.011
H 6.868 -2.225 2.698 0.007 0.010 -0.009
H 4.465 -0.709 1.723 -0.008 0.007 -0.041
H 3.128 -1.160 2.769 0.056 0.005 0.038
H 4.322 -0.754 -1.218 -0.006 -0.001 0.012
H 3.730 0.617 -0.233 -0.015 0.018 -0.020
H 2.754 0.014 -1.584 0.019 0.026 0.007